Formula: C5H13NO
Source: the OMol25 dataset
Level of theory: ωB97M-V with the def2-TZVPD basis set

Results
energy above the lowest of the compared OMol25 structures with the same formula, charge and spin: 177.2 kJ/mol
gap between HOMO and LUMO: 8.48 eV
SMILES: C/C=C(\C)NC.O
highest occupied orbital energy: -0.282 Ha
max |F|: 2.6 eV Å⁻¹

Element x y z (Å)
C -0.399 0.435 -2.289
N 0.905 0.385 -1.574
C 0.877 0.771 -0.248
C -0.017 0.330 0.674
C -0.456 0.936 1.959
C 1.856 1.820 0.198
H -0.792 1.459 -2.339
H -1.049 -0.222 -1.729
H -0.225 0.197 -3.340
H 1.591 0.889 -2.107
H -0.471 -0.640 0.453
H -0.037 1.936 2.056
H -0.133 0.320 2.811
H -1.530 1.032 2.092
H 2.618 1.417 0.875
H 2.458 2.277 -0.597
H 1.451 2.662 0.756
H -1.473 -3.274 1.114
H -2.024 -4.469 0.397
O -2.193 -3.921 1.161

These are the natural (NBO) partial charges, in e, on atoms 1 to 8: number 1, C, carries -0.40; number 2, N, carries -0.61; number 3, C, carries 0.19; number 4, C, carries -0.29; number 5, C, carries -0.63; number 6, C, carries -0.67; number 7, H, carries 0.18; number 8, H, carries 0.21